Entry 1:
Computed, not measured: C35H48Cl2F3IN4O4PS2 as an isolated structure, with ωB97M-V with the def2-TZVPD basis set.

Structure (XYZ):
```
100
Properties=species:S:1:pos:R:3:lowdin_charge:R:1
C 7.80 2.81 -4.68 -0.202
C 7.82 1.98 -3.23 -0.443
P 6.25 2.61 -2.28 0.885
C 6.69 4.42 -1.72 -0.424
C 5.42 5.08 -0.92 -0.190
C 5.95 1.62 -0.67 -0.325
C 7.21 1.43 0.39 -0.494
Cl 8.93 2.10 0.14 0.543
C 6.94 0.56 1.77 -0.014
C 5.44 -0.06 2.03 -0.059
C 5.23 -0.95 3.43 -0.193
C 5.62 -2.53 3.25 -0.642
C 4.39 -3.53 3.77 -0.196
Cl 7.11 -3.04 4.29 0.467
C 4.16 0.10 0.97 -0.225
C 4.44 0.96 -0.40 -0.359
S 3.01 1.12 -1.62 0.838
C 1.47 0.98 -0.52 -0.279
C 0.02 1.68 -0.95 -0.049
C -0.06 2.48 -2.41 -0.142
C 0.92 3.79 -2.50 -0.244
O 1.24 4.29 -1.13 -0.156
C -1.29 1.54 0.07 -0.016
C -2.70 2.30 -0.43 -0.201
C -2.71 3.91 -0.18 0.021
C -4.12 4.69 -0.62 0.001
C -5.23 3.61 -1.22 -0.044
C -5.00 2.02 -1.43 -0.075
N -3.72 1.38 -1.02 0.023
C -1.17 0.71 1.49 -0.143
S -2.63 0.58 2.67 0.874
O -4.02 0.58 1.96 -0.373
O -2.61 -0.69 3.57 -0.382
C -2.65 2.05 3.87 -0.289
F -2.30 1.60 5.24 0.027
F -4.05 2.54 3.92 0.018
F -1.76 3.10 3.33 0.015
C 0.29 0.03 1.85 -0.102
N 0.44 -0.74 3.18 0.013
C 1.63 0.13 0.87 -0.246
N 2.87 -0.59 1.36 -0.520
I 2.72 -2.51 0.64 0.935
H 8.75 2.57 -5.32 0.080
H 6.78 2.56 -5.26 0.080
H 7.79 3.96 -4.36 0.060
H 7.77 0.81 -3.41 0.090
H 8.83 2.31 -2.70 0.059
H 7.59 4.38 -0.95 0.059
H 6.92 5.14 -2.64 0.086
H 5.56 4.91 0.23 0.085
H 5.37 6.22 -1.16 0.077
H 4.44 4.59 -1.34 0.051
H 7.78 0.34 2.59 0.116
H 4.15 -0.78 3.90 0.119
H 6.02 -0.50 4.19 0.109
H 5.88 -2.85 2.14 0.101
H 4.77 -4.24 4.64 0.071
H 3.96 -4.19 2.89 0.027
H 3.48 -2.87 4.16 0.075
H -1.14 2.85 -2.68 0.111
H 0.23 1.70 -3.27 0.131
H 1.92 3.42 -3.03 0.100
H 0.50 4.67 -3.15 0.130
H 1.71 5.18 -1.27 0.109
H -1.80 4.49 0.30 0.115
H -4.30 5.84 -0.50 0.095
H -6.29 4.05 -1.54 0.089
H -5.89 1.37 -1.90 0.116
H -0.18 -1.58 3.20 0.075
H 0.27 -0.10 3.99 0.086
C -4.15 -1.46 -0.81 -0.083
C -4.03 -2.95 -0.49 -0.141
N -5.05 -3.46 0.55 -0.223
C -4.83 -2.68 1.87 0.018
C -4.74 -4.94 0.92 -0.152
C -4.89 -5.96 -0.20 -0.060
C -6.54 -3.23 0.14 -0.042
C -6.99 -3.75 -1.23 -0.190
O -6.27 -3.13 -2.29 -0.212
C -6.18 -3.94 -3.46 -0.074
H -3.91 -0.84 0.05 0.033
H -3.44 -1.20 -1.60 0.093
H -5.15 -1.18 -1.17 0.068
H -3.03 -3.14 -0.07 0.135
H -4.12 -3.55 -1.39 0.102
H -3.78 -2.77 2.15 0.102
H -5.48 -3.11 2.64 0.111
H -5.11 -1.63 1.71 0.083
H -5.39 -5.21 1.75 0.131
H -3.70 -4.95 1.27 0.130
H -5.93 -6.28 -0.29 0.077
H -4.33 -6.86 0.06 0.096
H -4.53 -5.61 -1.17 0.074
H -6.70 -2.15 0.18 0.131
H -7.15 -3.69 0.93 0.141
H -8.05 -3.50 -1.36 0.140
H -6.92 -4.84 -1.29 0.096
H -7.01 -4.65 -3.54 0.096
H -5.23 -4.47 -3.44 0.084
H -6.20 -3.28 -4.33 0.098
```

## Properties
charge	+1
gap between HOMO and LUMO	6.54	eV
2S+1	1

***

Entry 2:
Computed, not measured: C35H48Cl2NO2P3V as an isolated structure, with ωB97M-V with the def2-TZVPD basis set.

Structure (XYZ):
```
92
Properties=species:S:1:pos:R:3:mulliken_spin:R:1
P -2.91 0.82 -0.39 0.422
C -4.17 0.75 0.83 0.061
C -5.02 1.87 0.95 0.068
H -4.75 2.81 0.45 0.005
C -6.20 1.78 1.70 -0.026
H -6.89 2.62 1.73 0.000
C -6.54 0.62 2.41 0.059
H -7.52 0.54 2.95 0.001
C -5.61 -0.44 2.39 -0.016
H -5.85 -1.33 2.96 0.000
C -4.43 -0.38 1.65 0.053
H -3.71 -1.19 1.74 0.003
C -2.26 2.45 -0.83 0.085
C -1.96 3.41 0.15 0.066
H -2.19 3.21 1.20 0.002
C -1.41 4.64 -0.22 -0.038
H -1.13 5.34 0.55 0.000
C -1.28 5.00 -1.57 0.070
H -0.93 6.01 -1.86 0.000
C -1.69 4.08 -2.53 -0.030
H -1.67 4.37 -3.57 0.001
C -2.17 2.81 -2.20 0.058
H -2.54 2.11 -2.96 0.002
C -3.16 -0.32 -1.76 0.049
C -4.34 -0.10 -2.50 0.055
H -5.07 0.64 -2.16 0.003
C -4.57 -0.82 -3.68 0.003
H -5.48 -0.63 -4.26 0.001
C -3.68 -1.80 -4.15 0.001
H -3.87 -2.35 -5.10 0.000
C -2.55 -2.04 -3.36 0.004
H -1.82 -2.79 -3.67 0.000
C -2.29 -1.35 -2.18 0.004
H -1.46 -1.67 -1.54 -0.012
V 1.18 -0.21 1.66 0.048
C 2.62 0.88 0.35 -0.009
C 2.23 1.21 -0.90 0.007
H 3.73 0.88 0.38 0.000
C 0.80 0.80 -1.16 -0.005
O 0.69 0.13 -2.46 0.002
H -0.23 -0.01 -2.75 -0.001
C 0.31 0.12 0.01 -0.066
H 0.28 1.76 -1.15 -0.003
C -0.40 -0.72 0.81 0.068
Cl 3.05 -1.51 1.71 -0.001
Cl -0.02 -1.56 3.30 -0.004
P 1.24 1.64 2.80 -0.001
C 1.86 0.91 4.39 0.001
H 2.87 0.51 4.26 0.000
H 1.21 0.08 4.69 0.000
H 1.82 1.71 5.15 0.000
C 2.29 3.10 2.51 0.000
H 1.91 3.63 1.63 0.000
H 3.33 2.82 2.28 0.000
H 2.28 3.79 3.37 0.000
C -0.32 2.35 3.33 0.001
H -1.09 1.57 3.35 0.000
H -0.61 3.12 2.63 0.001
H -0.23 2.78 4.33 0.000
P 3.23 2.07 -2.14 0.000
C 4.80 2.12 -1.35 0.000
C 2.60 3.75 -2.30 0.002
H 5.07 1.11 -1.05 0.000
H 4.81 2.74 -0.46 0.000
H 5.55 2.50 -2.05 0.000
H 1.54 3.74 -2.60 -0.001
H 3.21 4.26 -3.07 0.000
H 2.69 4.29 -1.34 0.000
C 3.34 1.22 -3.68 0.000
H 3.88 0.30 -3.48 0.000
H 3.88 1.85 -4.40 0.000
H 2.34 0.97 -4.01 0.000
H -1.36 -1.20 0.58 0.012
O 0.49 -3.07 -0.33 -0.002
C 1.35 -3.79 0.18 0.000
C 1.29 -4.28 1.62 0.000
C 1.34 -5.80 1.79 0.000
C 2.75 -6.39 1.74 0.000
C 3.42 -6.26 0.38 0.000
C 3.62 -4.81 -0.08 0.000
N 2.39 -4.22 -0.59 0.000
H 2.09 -3.77 2.18 0.000
H 0.35 -3.88 2.03 0.000
H 0.91 -6.04 2.77 0.000
H 0.68 -6.27 1.04 0.000
H 3.36 -5.91 2.51 0.000
H 2.68 -7.45 1.99 0.000
H 4.41 -6.73 0.40 0.000
H 2.83 -6.79 -0.37 0.000
H 4.02 -4.18 0.73 0.000
H 4.35 -4.80 -0.90 0.000
H 2.46 -3.69 -1.45 0.000
```

## Properties
charge	+2
gap between HOMO and LUMO (spin up / spin down)	6.93 / 5.39	eV
2S+1	2